1.
Density functional theory data (ωB97M-V/def2-TZVPD) for C4H8N2 in the gas phase in a non-equilibrium geometry.

Computed properties:
Lowest unoccupied orbital energy = 0.851 eV
Energy relative to the best compared isomer or geometry (same formula, charge and spin) = 0.185 eV
SMILES = CC(C)(N)C#N

ORCA input file:
```
! wB97M-V def2-TZVPD RIJCOSX def2/J DEFGRID3
* xyz 0 1
C 0.647 -1.153 -0.596
C 0.081 0.124 0.061
C -1.418 0.000 0.341
N 0.263 1.249 -0.853
C 0.814 0.318 1.347
N 1.440 0.449 2.312
H 1.661 -1.362 -0.248
H 0.670 -1.008 -1.678
H 0.026 -2.026 -0.372
H -1.929 -0.157 -0.614
H -1.805 0.916 0.801
H -1.627 -0.839 1.011
H -0.066 2.111 -0.427
H 1.244 1.377 -1.085
*
```

2.
Density functional theory data (ωB97M-V/def2-TZVPD) for 2 unconnected molecules or ions with the total composition C4H8N2 in a non-equilibrium geometry.

Computed properties:
Lowest unoccupied orbital energy = 0.378 eV
Energy relative to the best compared isomer or geometry (same formula, charge and spin) = 4.842 eV

ORCA input file:
```
! wB97M-V def2-TZVPD RIJCOSX def2/J DEFGRID3
* xyz 0 1
C -1.744 0.304 -0.135
C -0.511 -0.562 -0.068
C 0.811 0.071 -0.102
N 1.917 -0.732 -0.508
C 0.938 1.411 0.335
N 1.047 2.509 0.714
H -1.799 0.702 -1.153
H -1.658 1.153 0.546
H -2.653 -0.259 0.090
H -0.825 -1.235 1.194
H -0.521 -1.499 -0.621
H 0.050 -0.717 1.028
H 2.239 -0.495 -1.442
H 2.708 -0.653 0.122
*
```

3.
Density functional theory data (ωB97M-V/def2-TZVPD) for a molecular structure, C4H8N2 in a non-equilibrium geometry.

Computed properties:
Lowest unoccupied orbital energy = 1.070 eV
Energy relative to the best compared isomer or geometry (same formula, charge and spin) = 6.147 eV

ORCA input file:
```
! wB97M-V def2-TZVPD RIJCOSX def2/J DEFGRID3
* xyz 0 1
C -0.537 0.729 0.474
C -0.363 -0.559 0.007
N -2.136 -0.534 0.860
C 1.305 1.307 -0.233
C 0.234 -1.553 -0.576
N 2.206 0.678 -0.853
H -2.023 -1.295 1.528
H -2.710 -0.866 0.087
H 3.037 1.236 -1.082
H -1.120 1.427 -0.116
H -0.340 0.940 1.518
H 1.415 2.376 0.034
H 1.228 -1.346 -0.986
H -0.197 -2.541 -0.662
*
```

4.
Density functional theory data (ωB97M-V/def2-TZVPD) for C4H8N2 in the gas phase.

Computed properties:
Lowest unoccupied orbital energy = 1.064 eV
Energy relative to the best compared isomer or geometry (same formula, charge and spin) = 2.905 eV
SMILES = C=C=NN(C)C

ORCA input file:
```
! wB97M-V def2-TZVPD RIJCOSX def2/J DEFGRID3
* xyz 0 1
C -1.540 -1.012 -2.014
C -1.040 -1.108 -0.815
N -0.507 -1.043 0.297
N 0.090 0.293 0.355
C 1.485 0.201 -0.028
C -0.094 0.862 1.671
H -0.926 -1.235 -2.876
H -2.539 -0.617 -2.137
H 1.847 1.219 -0.206
H 1.559 -0.358 -0.966
H 2.119 -0.294 0.729
H 0.495 0.357 2.455
H -1.154 0.821 1.933
H 0.204 1.915 1.603
*
```

5.
Density functional theory data (ωB97M-V/def2-TZVPD) for 3 unconnected molecules or ions with the total composition C4H8N2 in a non-equilibrium geometry.

Computed properties:
Lowest unoccupied orbital energy = 0.490 eV
Energy relative to the best compared isomer or geometry (same formula, charge and spin) = 3.580 eV

ORCA input file:
```
! wB97M-V def2-TZVPD RIJCOSX def2/J DEFGRID3
* xyz 0 1
C 1.611 -0.617 0.202
N 0.638 0.065 0.844
C -0.468 0.463 0.129
C -1.251 -0.576 -0.643
C -1.220 1.517 0.753
N -1.799 2.401 1.233
H 1.321 -1.489 -0.373
H 2.574 -0.665 0.701
H 1.391 0.424 -1.117
H 0.962 0.745 1.523
H 0.610 0.863 -1.122
H -2.068 -0.090 -1.182
H -0.621 -1.083 -1.380
H -1.679 -1.330 0.031
*
```

6.
Density functional theory data (ωB97M-V/def2-TZVPD) for 2 unconnected molecules or ions with the total composition C4H8N2 in a non-equilibrium geometry.

Computed properties:
Lowest unoccupied orbital energy = 0.791 eV
Energy relative to the best compared isomer or geometry (same formula, charge and spin) = 6.675 eV

ORCA input file:
```
! wB97M-V def2-TZVPD RIJCOSX def2/J DEFGRID3
* xyz 0 1
C 1.889 -0.222 -0.076
N 1.136 -1.403 0.273
C 0.647 -0.550 -0.806
C -0.431 0.364 -0.625
C -1.550 0.027 0.184
N -0.985 1.084 0.867
H 2.844 -0.405 -0.554
H 1.859 0.634 0.595
H 0.605 -1.203 1.117
H 0.745 -1.002 -1.785
H -1.045 1.669 -0.878
H -1.474 -0.881 0.758
H -2.579 0.123 -0.129
H -1.659 1.768 1.149
*
```